# C7H6FNO

A cluster of 2 separate species, C7H6FNO in total in a non-equilibrium geometry (ωB97M-V/def2-TZVPD, OMol25).

- HOMO level (spin up / spin down): -9.187 / -9.193 eV
- Energy above the lowest of the compared OMol25 structures with the same formula, charge and spin: 159.4 kcal/mol
- Frontier orbital gap (spin up / spin down): 9.02 / 8.88 eV
- E_tot: -13605.0993 eV

```
16
Properties=species:S:1:pos:R:3:forces:R:3
C -1.97927 -1.34259 -0.26000 1.61 1.04 0.68
C -2.57491 -0.07066 -0.20349 0.82 0.96 -1.06
C -0.56759 -1.51228 -0.21907 1.10 0.85 -0.12
C -1.70319 1.04657 -0.18806 -0.83 1.67 0.35
C 0.17284 -0.33175 -0.09170 1.02 -0.73 -0.15
C -0.31910 0.93890 -0.05385 -0.76 -0.20 -0.35
C 2.85267 0.71411 0.72729 1.16 0.33 0.18
N 2.63662 -0.27381 -0.01629 -3.10 -0.47 -0.73
O 3.15578 -1.18421 -0.61143 0.46 0.29 0.46
F 0.46819 2.06839 0.02098 -0.94 -0.95 -0.14
H -2.52830 -2.21106 -0.15576 -1.42 -1.60 -0.33
H -3.66501 0.16191 -0.38645 1.37 -0.76 0.57
H 0.06014 -2.47423 -0.32898 -1.65 1.39 0.33
H -2.09512 2.10776 -0.24066 0.25 -1.41 0.08
H 3.86755 0.85263 0.93855 1.77 0.25 0.48
H 2.21870 1.51032 1.06891 -0.85 -0.67 -0.26
```
Positions in Å, forces in eV/Å.